Entry 1:
8
Properties=species:S:1:pos:R:3 method="wB97M-V/def2-TZVPD" homo_energy_ev=-9.93 lumo_ev=-1.3 gap_ha=0.3164 energy_ev=-149062.39696 total_charge=0 smiles=[SiH3]C(Br)Br multiplicity=1 de_lowest_kcal_mol=88.2
Si -0.05184 0.29157 0.32321
C 1.02700 -1.07996 -0.58648
Br 3.09892 0.21526 -0.67335
Br 1.28737 -2.75149 0.28941
H -1.18656 0.88135 -0.39507
H 1.05849 1.05715 0.90965
H -0.63987 -0.56321 1.46162
H 0.85924 -1.21056 -1.64076



Entry 2:
3
Properties=species:S:1:pos:R:3 method="wB97M-V/def2-TZVPD" homo_energy_ev=-12.37 lumo_ev=-2.6 gap_ha=0.3583 energy_ev=-6134.92854 total_charge=0 multiplicity=1 de_lowest_kcal_mol=0.6
O -0.64139 -0.82552 -0.34399
O 0.26057 0.07623 -0.34055
O 0.38083 0.74929 0.68454



Entry 3:
15
Properties=species:S:1:pos:R:3 method="wB97M-V/def2-TZVPD" homo_energy_ev=-9.76 lumo_ev=0.5 gap_ha=0.3763 energy_ev=-18091.49313 total_charge=0 smiles=CC[C@](N)(S)C#N multiplicity=1 de_lowest_kcal_mol=51.9
C 0.05220 -0.18086 -1.78876
C 0.80837 -0.26755 -0.47245
C -0.16197 0.03225 0.69934
N -0.88479 1.52028 0.53860
S 0.89045 -0.03778 2.38657
C -1.18612 -0.84063 0.84034
N -1.92244 -1.67609 1.03398
H -0.70735 -0.94572 -1.82280
H -0.51860 0.78087 -1.83470
H 0.75520 -0.35594 -2.62365
H 1.68690 0.43776 -0.35932
H 1.24891 -1.34906 -0.31490
H -0.28765 2.17432 0.08752
H -1.19566 1.93695 1.46167
H 1.42256 -1.22880 2.16857



Entry 4:
172
Properties=species:S:1:pos:R:3 method="wB97M-V/def2-TZVPD" homo_energy_ev=-8.13 lumo_ev=0.1 gap_ha=0.3037 energy_ev=-85177.15751 total_charge=0 smiles=CC1(C)CCCC(C)(C)N1O.CC1(C)CCCC(C)(C)N1O.COCCOC.COCCOC.COCCOC.COCCOC.COCCOC.COCCOC.COCCOC multiplicity=1 de_lowest_kcal_mol=110.4
C 2.82942 0.08510 3.14519
C 3.20492 0.47169 1.68221
C 4.45955 -0.29137 1.30044
C 2.09967 -0.05603 0.70075
C 0.84356 0.90726 0.53080
C 1.29140 2.39147 0.37379
C 2.28898 2.88623 1.48285
C 2.85264 4.26262 1.05690
C 1.42381 3.12770 2.73095
N 3.44541 1.95534 1.55532
O 4.44500 2.43910 2.44580
H 3.04859 -0.91296 3.52458
H 3.21281 0.78300 3.88954
H 1.76788 0.25585 3.32433
H 4.27523 -1.36308 1.22583
H 4.87786 -0.01471 0.33267
H 5.28798 -0.12748 1.98961
H 2.51792 -0.24082 -0.28871
H 1.63295 -0.99100 1.01075
H 0.28652 0.56751 -0.34234
H 0.34982 0.75931 1.49124
H 0.42376 3.05123 0.37104
H 1.86193 2.55894 -0.53974
H 2.18118 5.05919 0.73639
H 3.62457 4.15646 0.29469
H 3.30449 4.64096 1.97384
H 0.95617 2.29097 3.24987
H 0.63339 3.83888 2.49103
H 2.06159 3.57792 3.49164
H 5.12271 2.75645 1.84447
C 2.50901 4.42824 -7.02678
C 3.67087 3.44662 -7.28379
C 3.37327 2.38563 -8.36585
C 4.76023 4.43619 -7.78867
C 6.23831 3.92340 -7.85983
C 6.52910 3.31764 -6.46976
C 5.57782 2.27720 -5.84679
C 5.82497 0.94233 -6.62282
C 5.85864 2.16189 -4.26082
N 4.17760 2.85613 -5.95468
O 3.17819 2.11833 -5.29322
H 2.09569 4.73975 -7.98606
H 1.79152 3.87316 -6.42247
H 2.74364 5.29963 -6.41545
H 4.28625 1.86411 -8.65322
H 2.59191 1.71337 -8.01138
H 3.03904 2.90230 -9.26555
H 4.54851 4.94626 -8.72840
H 4.86427 5.31901 -7.15787
H 6.27255 3.14651 -8.62361
H 7.01299 4.62883 -8.16040
H 6.63893 4.18734 -5.82195
H 7.54580 2.94032 -6.36004
H 6.08274 1.11047 -7.66847
H 5.02371 0.20766 -6.54308
H 6.68929 0.49702 -6.13012
H 5.13413 1.42315 -3.91810
H 5.75018 3.17082 -3.86280
H 6.85455 1.81992 -3.97916
H 3.34699 2.35367 -4.37794
C -3.25285 -4.72048 0.80105
O -3.15016 -5.82749 1.70359
C -2.82874 -7.10914 1.10942
C -3.82647 -7.64864 0.12695
O -5.06560 -7.81653 0.80996
C -6.18827 -7.81925 -0.08339
H -4.16834 -4.66911 0.21170
H -2.30744 -4.73540 0.25874
H -3.21361 -3.76154 1.31777
H -2.75197 -7.87460 1.88160
H -1.81371 -7.11515 0.71222
H -3.58639 -8.65855 -0.20554
H -4.01030 -6.94472 -0.68472
H -7.11320 -8.21272 0.33827
H -5.93985 -8.50886 -0.89014
H -6.39411 -6.80925 -0.43781
C 5.08675 9.96835 -1.34833
O 5.43591 8.97990 -2.26544
C 4.45971 8.61686 -3.26736
C 3.77913 9.77644 -3.97690
O 2.94355 10.51032 -3.11311
C 2.28796 11.61813 -3.70371
H 5.98588 10.18860 -0.77289
H 4.13930 9.78848 -0.84031
H 4.89339 10.94673 -1.78821
H 3.63614 8.05525 -2.82642
H 4.95665 7.95284 -3.97463
H 3.20323 9.37258 -4.80959
H 4.54325 10.41650 -4.41793
H 3.02121 12.41525 -3.82636
H 1.48908 11.93193 -3.03182
H 1.81018 11.38441 -4.65513
C -5.53498 3.93470 2.27912
O -6.54753 4.85326 1.80750
C -7.80812 4.34915 2.13909
C -8.87831 5.39901 1.93407
O -10.14819 4.96824 2.31891
C -11.02296 6.08890 2.02342
H -5.44177 3.72598 3.34488
H -4.57737 4.39050 2.02746
H -5.53892 2.98009 1.75300
H -7.73442 4.02758 3.17797
H -7.98684 3.44999 1.54945
H -8.93377 5.63853 0.87216
H -8.56217 6.19619 2.60687
H -12.05255 5.73125 2.01207
H -10.86841 6.38794 0.98670
H -10.95422 6.98473 2.64056
C 1.91656 -7.15791 -1.90902
O 0.87014 -7.35677 -2.88173
C 0.95327 -6.49828 -4.00680
C 0.21324 -5.19292 -3.64409
O -1.18435 -5.40473 -3.30541
C -1.99697 -5.95494 -4.36188
H 1.81696 -6.22591 -1.35267
H 2.90398 -7.23954 -2.36338
H 1.92556 -7.94768 -1.15783
H 0.55795 -6.80937 -4.97378
H 2.02672 -6.39596 -4.16593
H 0.20465 -4.50551 -4.48996
H 0.69688 -4.57718 -2.88578
H -1.81489 -7.01727 -4.52438
H -2.06292 -5.40925 -5.30313
H -3.04486 -5.85440 -4.07918
C 0.67561 0.44971 9.96938
O -0.08373 -0.17183 8.95793
C 0.13046 -1.60201 8.87142
C -0.35282 -2.42750 10.08283
O -1.70113 -2.22428 10.54975
C -1.96871 -2.94806 11.76527
H 0.45390 1.51657 9.99682
H 1.73130 0.20640 9.84932
H 0.25817 0.08686 10.90863
H 1.19928 -1.69700 8.67982
H -0.36892 -2.03882 8.00660
H 0.32961 -2.13722 10.88166
H -0.19959 -3.49581 9.93011
H -2.19592 -4.00054 11.59570
H -2.86641 -2.46038 12.14527
H -1.14785 -2.85076 12.47578
C -6.73593 -1.74797 -2.72248
O -6.33044 -0.63222 -1.91991
C -5.68914 0.36670 -2.66718
C -4.27620 -0.00784 -3.15470
O -3.84295 0.94722 -4.18296
C -2.57705 0.69182 -4.56609
H -7.11275 -2.55533 -2.09456
H -5.92663 -2.21489 -3.28384
H -7.63991 -1.38658 -3.21270
H -5.30602 1.18665 -2.05972
H -6.32497 0.76600 -3.45736
H -4.27449 -1.01808 -3.56397
H -3.71426 -0.04912 -2.22162
H -1.91384 1.09716 -3.80193
H -2.41468 1.03222 -5.58877
H -2.47393 -0.39325 -4.57555
C 0.64158 -6.82423 5.23182
O 1.09805 -7.27756 6.54154
C 0.86316 -8.66597 6.80358
C -0.57543 -8.88128 7.25731
O -0.68327 -10.20186 7.70733
C -1.94558 -10.80362 7.51530
H 0.68573 -7.50382 4.38075
H 1.17828 -5.90223 5.00829
H -0.41464 -6.56902 5.31763
H 1.49704 -9.12916 7.55972
H 1.08216 -9.24043 5.90350
H -1.10597 -8.70668 6.32129
H -0.90814 -8.24963 8.08097
H -1.93067 -11.84330 7.84231
H -2.13547 -10.83435 6.44241
H -2.76082 -10.16604 7.85731



Entry 5:
35
Properties=species:S:1:pos:R:3 method="wB97M-V/def2-TZVPD" homo_energy_ev=-13.37 lumo_ev=-2.8 gap_ha=0.3874 energy_ev=-94796.11117 total_charge=+1 smiles=CCc1nc(N)n(CCC(F)(F)F)[n+]1C[C@@H](C)Br multiplicity=1
C 3.63410 2.09518 -0.78457
C 2.59832 1.56057 0.20242
C 1.76644 0.45810 -0.35558
N 2.05726 -0.23591 -1.44141
C 1.12493 -1.17995 -1.53163
N 1.07472 -2.08657 -2.50898
N 0.25734 -1.10528 -0.51050
C -0.75864 -2.08492 -0.12988
C -2.22287 -1.67549 -0.35618
C -3.13818 -1.81382 0.86304
F -2.48151 -1.65487 2.03132
F -3.70049 -3.02277 0.90361
F -4.11237 -0.90954 0.83585
N 0.67171 -0.01846 0.24657
C 0.02947 0.40829 1.49248
C -0.67263 1.76286 1.37600
C -1.70299 1.87678 0.27070
Br -1.48793 2.05749 3.11439
H 3.16274 2.69183 -1.56577
H 4.34052 2.73202 -0.25237
H 4.18579 1.28296 -1.25618
H 3.09048 1.16104 1.09876
H 1.95675 2.37116 0.55051
H 0.27816 -2.66693 -2.69665
H 1.82701 -2.06932 -3.18007
H -0.57401 -2.40494 0.89792
H -0.52047 -2.94519 -0.75732
H -2.29564 -0.65296 -0.73324
H -2.66415 -2.32162 -1.11788
H 0.78762 0.43569 2.27915
H -0.69129 -0.35864 1.76628
H 0.06229 2.56041 1.28758
H -2.07607 2.90001 0.21045
H -1.25034 1.63499 -0.69846
H -2.55605 1.21777 0.44968



Entry 6:
16
Properties=species:S:1:pos:R:3 method="wB97M-V/def2-TZVPD" homo_energy_ev=-9.58 lumo_ev=0.9 gap_ha=0.3837 energy_ev=-8865.91735 total_charge=0 smiles="[H]/N=C/[C@@](C)(O)C=C" multiplicity=1 de_lowest_kcal_mol=76.0
H -2.99993 -1.62328 -0.10019
N -2.25766 -0.92448 -0.19766
C -1.31340 -0.79878 0.64473
C -0.22413 0.14383 0.38842
C -0.59706 1.08456 -0.79210
O -0.06766 0.69728 1.65576
C 1.01562 -0.86843 -0.12097
C 2.24321 -0.34291 -0.11069
H -1.17356 -1.42032 1.47135
H -1.81205 1.15911 -0.73724
H -0.24627 2.07357 -0.69701
H -0.22976 0.61245 -1.66922
H 0.63590 1.37489 1.65244
H 0.70197 -1.61993 -0.84146
H 3.11565 -0.90744 -0.49912
H 2.54033 0.51492 0.45626